{"formula": "C15H8N6O8Ru", "method": "the ωB97M-V functional and the def2-TZVPD basis", "elements": ["Ru", "O", "C", "C", "C", "N", "C", "C", "C", "O", "O", "C", "O", "O", "H", "H", "H", "C", "N", "C", "C", "C", "O", "N", "C", "O", "H", "H", "H", "H", "H", "O", "N", "C", "C", "N", "C", "N"], "coordinates": [[-0.14, -0.07, -0.15], [-0.95, -0.10, 5.89], [-0.82, -0.15, 4.56], [-0.72, -1.35, 3.85], [-0.57, -1.27, 2.48], [-0.52, -0.10, 1.87], [-0.66, 1.05, 2.51], [-0.81, 1.08, 3.88], [-0.65, 2.21, 1.55], [-0.82, 3.35, 1.86], [-0.50, 1.77, 0.30], [-0.53, -2.40, 1.48], [-0.57, -3.56, 1.78], [-0.53, -1.92, 0.24], [-0.95, -0.99, 6.26], [-0.75, -2.31, 4.33], [-0.92, 2.01, 4.41], [-3.05, -0.56, -3.89], [-1.65, -0.26, -3.62], [-0.70, -0.11, -4.63], [0.58, 0.19, -4.40], [1.08, 0.35, -3.03], [2.19, 0.68, -2.70], [0.08, 0.06, -2.08], [-1.22, -0.14, -2.35], [-1.95, -0.15, -1.32], [-3.28, -0.27, -4.91], [-3.67, 0.01, -3.20], [-3.25, -1.62, -3.76], [-1.09, -0.24, -5.63], [1.28, 0.34, -5.21], [1.74, -0.38, 0.40], [2.31, 0.77, 0.74], [3.59, 0.78, 0.57], [4.32, -0.34, 0.04], [4.91, -1.24, -0.37], [4.31, 1.96, 0.97], [4.89, 2.90, 1.28]], "mulliken_charge": [0.2525, -0.5090, 1.0270, -0.4606, 0.1935, -0.0232, 0.4844, -0.5636, 0.3088, -0.5940, -0.5962, 0.1798, -0.6094, -0.4926, 0.3063, 0.4556, 0.5701, -0.9367, 0.1879, 0.0782, -0.9341, 0.6558, -0.5808, 0.1967, 0.6506, -0.5431, 0.3353, 0.3250, 0.3089, 0.3543, 0.4187, -0.4724, -0.0260, 0.7435, 0.2646, -0.4369, -0.0975, -0.4213], "orbital_gap_ha": [0.2578, 0.2511], "largest_force_ev_per_a": 1.15, "de_lowest_ev": 0.000, "lumo_ev": [-2.517, -2.713]}


{"formula": "C15H9AsI2NO7SW", "method": "the ωB97M-V functional and the def2-TZVPD basis", "elements": ["W", "O", "As", "O", "O", "C", "C", "C", "C", "C", "C", "S", "O", "O", "O", "H", "H", "H", "H", "H", "I", "C", "C", "C", "I", "C", "C", "C", "C", "N", "C", "C", "O", "H", "H", "H", "H"], "coordinates": [[-0.67, -0.08, -0.51], [-0.41, 0.05, -2.52], [-0.78, 2.07, -2.02], [-1.71, 2.69, -3.17], [-2.28, 0.14, -0.05], [0.99, 2.85, -2.02], [1.27, 3.81, -2.97], [2.50, 4.46, -2.95], [3.43, 4.17, -1.98], [3.16, 3.21, -1.00], [1.94, 2.56, -1.03], [1.67, 1.31, 0.17], [2.63, 1.38, 1.20], [0.22, 1.45, 0.66], [1.54, 0.02, -0.58], [-0.91, -0.43, -3.19], [0.52, 4.05, -3.71], [2.72, 5.21, -3.71], [4.39, 4.68, -1.97], [3.88, 2.98, -0.23], [-2.70, -4.39, -2.09], [-2.20, -3.77, -0.19], [-2.72, -4.46, 0.93], [-2.40, -4.10, 2.20], [-3.20, -5.18, 3.79], [-1.54, -2.99, 2.43], [-1.15, -2.49, 3.69], [-0.36, -1.37, 3.77], [0.00, -0.69, 2.60], [-0.32, -1.15, 1.41], [-1.03, -2.31, 1.32], [-1.34, -2.72, -0.01], [-0.78, -1.95, -0.98], [-3.38, -5.29, 0.75], [-1.48, -2.99, 4.59], [-0.05, -0.97, 4.72], [0.55, 0.25, 2.65]], "mulliken_charge": [1.9113, -0.6930, 0.7350, -0.6587, -0.5291, -0.2061, -0.3912, -0.6137, -0.6018, -0.5667, 0.6159, 1.6137, -0.5999, -0.6886, -0.5963, 0.2945, 0.5143, 0.4150, 0.4158, 0.5212, 0.1227, -0.7449, -0.3057, -0.5276, 0.1664, 0.9064, -0.3928, -1.0271, 0.0278, -0.0074, 0.7176, 0.4248, -0.6542, 0.3633, 0.2422, 0.4049, 0.3920], "charge": 1, "orbital_gap_ha": 0.2350, "largest_force_ev_per_a": 1.01, "de_lowest_ev": 0.000, "lumo_ev": -5.202}


{"formula": "C15H9ClN4O2S", "method": "the ωB97M-V functional and the def2-TZVPD basis", "elements": ["Cl", "C", "C", "C", "C", "C", "C", "H", "H", "C", "N", "N", "C", "O", "C", "H", "H", "O", "C", "N", "C", "N", "C", "C", "C", "C", "S", "H", "H", "H", "H", "H"], "coordinates": [[6.71, -0.50, 2.31], [5.23, -0.09, 1.53], [4.97, -0.58, 0.25], [3.79, -0.25, -0.38], [2.86, 0.56, 0.27], [3.12, 1.04, 1.55], [4.31, 0.71, 2.18], [4.52, 1.08, 3.17], [2.40, 1.67, 2.05], [1.62, 0.90, -0.40], [1.24, 0.51, -1.58], [0.04, 1.05, -1.81], [-0.27, 1.74, -0.76], [0.69, 1.70, 0.17], [-1.52, 2.53, -0.53], [-1.57, 2.78, 0.53], [-1.51, 3.44, -1.14], [-2.67, 1.82, -0.94], [-2.78, 0.58, -0.46], [-1.88, 0.13, 0.39], [-2.00, -1.11, 0.84], [-2.95, -1.97, 0.55], [-3.87, -1.52, -0.30], [-3.86, -0.23, -0.86], [-4.96, -0.01, -1.73], [-5.75, -1.10, -1.82], [-5.22, -2.44, -0.86], [-6.65, -1.21, -2.40], [-5.12, 0.91, -2.26], [-1.24, -1.45, 1.53], [3.56, -0.61, -1.37], [5.70, -1.21, -0.24]], "mulliken_charge": [-0.2092, 0.4412, -0.6762, -0.3696, 0.1080, -0.3092, -0.7022, 0.4079, 0.4502, 0.4810, -0.3197, -0.5702, 0.7356, -0.3267, -0.3077, 0.2311, 0.2925, -0.3620, 0.5552, -0.4418, -0.2808, -0.6059, 0.1783, 0.6968, -1.0191, -0.1371, -0.1761, 0.4868, 0.4369, 0.4018, 0.4951, 0.4149], "orbital_gap_ha": 0.3297, "smiles": "Clc1ccc(-c2nnc(COc3ncnc4sccc34)o2)cc1", "largest_force_ev_per_a": 1.73, "lumo_ev": 0.197}


{"formula": "C16H10BBrF4N2OV", "method": "the ωB97M-V functional and the def2-TZVPD basis", "elements": ["V", "Br", "C", "C", "C", "C", "O", "C", "C", "N", "C", "C", "C", "C", "C", "C", "C", "C", "N", "C", "C", "H", "H", "H", "H", "H", "H", "H", "H", "H", "H", "F", "B", "F", "F", "F"], "coordinates": [[0.54, -1.15, -0.43], [4.89, 3.36, 3.35], [3.82, 1.97, 2.65], [4.15, 0.63, 2.91], [3.38, -0.38, 2.40], [2.26, -0.12, 1.59], [1.55, -1.14, 1.13], [1.94, 1.24, 1.33], [0.79, 1.61, 0.58], [0.09, 0.78, -0.13], [-1.15, 1.11, -0.70], [-1.56, 2.33, -1.15], [-2.86, 2.50, -1.67], [-3.73, 1.45, -1.73], [-3.33, 0.17, -1.29], [-4.16, -0.98, -1.31], [-3.67, -2.18, -0.87], [-2.34, -2.27, -0.45], [-1.54, -1.22, -0.41], [-2.02, 0.00, -0.80], [2.73, 2.27, 1.88], [5.01, 0.40, 3.52], [3.61, -1.41, 2.61], [0.48, 2.65, 0.64], [-0.89, 3.18, -1.12], [-3.17, 3.47, -2.03], [-4.74, 1.57, -2.12], [-5.18, -0.89, -1.67], [-4.29, -3.07, -0.87], [-1.92, -3.22, -0.15], [2.47, 3.30, 1.69], [3.07, -2.98, -1.10], [2.00, -3.68, -1.34], [0.94, -1.26, -2.15], [1.96, -4.71, -2.12], [0.86, -3.32, -0.69]], "mulliken_charge": [1.0457, -0.1554, -0.2381, -0.3822, -0.5887, 0.8370, -0.6998, -0.0504, 0.4633, -0.2079, 0.0431, -0.5431, -0.8715, -0.9073, 0.8614, -0.5065, -0.8268, -0.0431, 0.1658, 0.7397, -0.7892, 0.4355, 0.4391, 0.3790, 0.4364, 0.4137, 0.4204, 0.4595, 0.3970, 0.5033, 0.4459, -0.1578, 0.5093, -0.6265, -0.1562, -0.2441], "charge": 1, "orbital_gap_ha": [0.2621, 0.2636], "multiplicity": 3, "largest_force_ev_per_a": 0.98, "de_lowest_ev": 0.000, "lumo_ev": [-4.347, -4.305]}


{"formula": "C16H10Cl4CoN3O5S", "method": "the ωB97M-V functional and the def2-TZVPD basis", "elements": ["Co", "Cl", "C", "C", "Cl", "C", "Cl", "C", "O", "C", "O", "C", "Cl", "C", "N", "C", "C", "N", "H", "H", "H", "H", "H", "H", "O", "S", "O", "N", "C", "O", "C", "C", "C", "C", "C", "C", "H", "H", "H", "H"], "coordinates": [[0.41, 1.11, 0.09], [4.07, 6.72, 0.34], [3.58, 5.07, 0.16], [4.50, 4.09, -0.15], [6.18, 4.49, -0.35], [4.08, 2.76, -0.30], [5.22, 1.50, -0.68], [2.75, 2.40, -0.16], [2.31, 1.17, -0.31], [1.80, 3.41, 0.19], [0.54, 3.03, 0.34], [2.23, 4.72, 0.33], [1.04, 5.93, 0.72], [-4.40, -0.10, 0.18], [-3.79, 1.06, -0.47], [-4.59, 2.27, -0.61], [-2.51, 1.10, -0.70], [-1.37, 1.15, -0.91], [-5.23, -0.46, -0.43], [-4.77, 0.19, 1.17], [-3.65, -0.89, 0.29], [-5.45, 2.08, -1.26], [-3.98, 3.06, -1.06], [-4.94, 2.61, 0.36], [-2.65, -3.72, -0.75], [-1.92, -3.60, 0.49], [-2.43, -4.31, 1.63], [-1.66, -2.03, 0.85], [-0.38, -1.73, 0.77], [0.12, -0.60, 0.98], [0.52, -2.87, 0.38], [1.88, -2.85, 0.19], [2.50, -4.04, -0.17], [1.76, -5.21, -0.33], [0.38, -5.22, -0.14], [-0.21, -4.03, 0.21], [2.44, -1.93, 0.31], [3.57, -4.06, -0.34], [2.26, -6.13, -0.61], [-0.20, -6.12, -0.27]], "mulliken_charge": [0.7125, -0.2289, 0.1303, 0.2371, -0.2285, -0.0244, -0.2221, 0.6400, -0.9872, 0.5026, -1.0209, 0.1560, -0.2224, -0.4942, 0.0030, -0.9787, 0.7178, -0.4256, 0.3134, 0.3045, 0.0367, 0.3233, 0.3718, 0.3110, -0.6692, 1.1833, -0.6903, -0.4754, 0.5677, -0.8149, 0.3668, -0.5326, -0.5853, -0.4007, -0.5627, -0.0740, 0.5776, 0.3951, 0.3653, 0.4220], "charge": -1, "orbital_gap_ha": [0.2479, 0.2506], "multiplicity": 4, "largest_force_ev_per_a": 0.55, "lumo_ev": [2.366, 2.363]}


{"formula": "C16H10ClF5STi", "method": "the ωB97M-V functional and the def2-TZVPD basis", "elements": ["C", "C", "C", "H", "C", "C", "H", "H", "H", "H", "Ti", "Cl", "C", "C", "C", "H", "C", "C", "H", "H", "H", "H", "F", "C", "C", "F", "C", "F", "C", "S", "C", "F", "C", "F"], "coordinates": [[-2.02, -1.02, -1.25], [-1.39, -1.21, -2.50], [-1.16, 0.06, -3.06], [-1.11, -2.16, -2.93], [-1.61, 1.04, -2.14], [-2.15, 0.35, -1.03], [-2.50, 0.81, -0.12], [-2.25, -1.80, -0.54], [-0.70, 0.26, -4.01], [-1.52, 2.11, -2.24], [0.24, -0.10, -1.17], [0.40, -2.05, 0.37], [2.59, 0.02, -0.90], [2.22, 1.25, -1.50], [1.73, 0.97, -2.78], [2.21, 2.20, -1.01], [1.82, -0.43, -2.99], [2.36, -1.01, -1.84], [2.48, -2.06, -1.65], [2.90, -0.11, 0.12], [1.31, 1.69, -3.47], [1.48, -0.96, -3.87], [-0.88, -1.09, 5.82], [-0.67, -0.48, 4.62], [-1.72, 0.18, 3.99], [-2.94, 0.24, 4.57], [-1.50, 0.82, 2.76], [-2.52, 1.49, 2.17], [-0.23, 0.78, 2.15], [0.05, 1.67, 0.61], [0.82, 0.12, 2.81], [2.07, 0.11, 2.29], [0.59, -0.52, 4.04], [1.61, -1.15, 4.67]], "mulliken_charge": [-0.4697, -0.5439, -0.3877, 0.3761, -0.7200, -0.4288, 0.5997, 0.4760, 0.6197, 0.3656, 0.2831, -0.5459, -0.4975, -0.5633, -0.4663, 0.5950, -0.4917, -0.5187, 0.4256, 0.4430, 0.4784, 0.5076, -0.3153, 0.3117, 0.3925, -0.3234, -0.2411, -0.3755, 0.8089, -0.3789, -0.1437, -0.3171, 0.3738, -0.3284], "charge": -1, "orbital_gap_ha": [0.2527, 0.2651], "multiplicity": 2, "largest_force_ev_per_a": 1.42, "de_lowest_ev": 0.000, "lumo_ev": [2.671, 2.670]}


{"formula": "C16H10F6N3O6ReS2", "method": "the ωB97M-V functional and the def2-TZVPD basis", "elements": ["Re", "O", "C", "C", "C", "C", "C", "C", "C", "N", "N", "C", "O", "C", "C", "C", "C", "C", "C", "H", "H", "H", "H", "H", "H", "H", "H", "H", "H", "F", "C", "F", "F", "S", "O", "O", "N", "S", "O", "O", "C", "F", "F", "F"], "coordinates": [[0.03, -0.14, 0.79], [-1.61, 0.06, -0.03], [-2.52, 1.10, 0.04], [-3.82, 0.80, -0.33], [-4.78, 1.80, -0.28], [-4.44, 3.09, 0.13], [-3.14, 3.38, 0.48], [-2.15, 2.39, 0.46], [-0.80, 2.75, 0.81], [0.14, 1.89, 0.94], [1.43, 2.37, 1.13], [2.29, 1.44, 0.88], [1.85, 0.19, 0.48], [3.73, 1.62, 0.99], [4.24, 2.86, 1.38], [5.61, 3.02, 1.49], [6.47, 1.96, 1.22], [5.96, 0.73, 0.83], [4.59, 0.55, 0.72], [-4.06, -0.20, -0.65], [-5.79, 1.57, -0.57], [-5.20, 3.86, 0.15], [-2.87, 4.38, 0.78], [-0.54, 3.80, 0.93], [3.57, 3.67, 1.59], [6.01, 3.98, 1.78], [7.54, 2.10, 1.30], [6.62, -0.10, 0.62], [4.18, -0.41, 0.42], [1.74, -2.74, 4.97], [1.56, -1.63, 4.28], [1.75, -0.57, 5.04], [2.38, -1.59, 3.24], [-0.18, -1.60, 3.63], [-0.08, -0.34, 2.76], [-1.08, -1.44, 4.71], [-0.42, -2.86, 2.79], [0.29, -3.32, 1.46], [1.52, -4.01, 1.62], [0.29, -2.22, 0.46], [-0.99, -4.48, 0.81], [-2.12, -3.82, 0.64], [-0.55, -4.93, -0.35], [-1.15, -5.46, 1.66]], "mulliken_charge": [1.5755, -0.6273, 0.8198, -0.4706, -0.4441, -0.7219, -0.8724, 0.3577, 0.2156, 0.5320, -0.9280, 0.7293, -0.6064, 0.5120, -0.3852, -0.6481, -0.3834, -0.7443, -0.3825, 0.4884, 0.4041, 0.4217, 0.4021, 0.4759, 0.4473, 0.4076, 0.4040, 0.4219, 0.4519, -0.1849, 0.7235, -0.1824, -0.1752, 0.8000, -0.7561, -0.5486, -0.4611, 1.2196, -0.5579, -0.7667, 0.5862, -0.2037, -0.1724, -0.1730], "charge": 1, "orbital_gap_ha": [0.2653, 0.2608], "multiplicity": 2, "largest_force_ev_per_a": 0.56, "de_lowest_ev": 0.000, "lumo_ev": [-4.763, -4.847]}


{"formula": "C16H10N3O3", "method": "the ωB97M-V functional and the def2-TZVPD basis", "elements": ["C", "C", "C", "N", "C", "N", "C", "C", "C", "C", "C", "C", "H", "H", "H", "H", "H", "H", "O", "C", "C", "N", "O", "O", "C", "C", "C", "C", "H", "H", "H", "H"], "coordinates": [[1.04, -0.04, 1.08], [2.12, 0.77, 1.71], [3.43, 0.29, 1.68], [4.53, -0.14, 1.68], [1.90, 2.01, 2.28], [1.72, 3.08, 2.76], [-0.34, 0.39, 1.52], [-0.86, 1.64, 1.16], [-2.18, 1.96, 1.50], [-2.96, 1.03, 2.20], [-2.42, -0.19, 2.61], [-1.11, -0.51, 2.26], [1.22, -1.10, 1.30], [-0.22, 2.35, 0.63], [-2.57, 2.93, 1.22], [-4.00, 1.26, 2.42], [-2.99, -0.90, 3.21], [-0.63, -1.45, 2.55], [1.17, 0.19, -0.35], [0.60, -0.64, -1.26], [0.73, -0.23, -2.61], [1.71, 0.78, -2.94], [2.47, 1.27, -2.08], [1.76, 1.12, -4.15], [0.04, -0.89, -3.63], [-0.72, -2.01, -3.32], [-0.77, -2.49, -2.00], [-0.10, -1.83, -0.97], [0.16, -0.53, -4.65], [-1.27, -2.51, -4.11], [-1.34, -3.39, -1.76], [-0.12, -2.21, 0.05]], "mulliken_charge": [-0.0553, -0.1700, -0.2067, -0.7795, 0.0747, -0.7723, 0.3652, -0.1257, -0.7142, -0.3738, -0.6958, -0.2173, 0.7661, 0.4363, 0.3545, 0.3454, 0.3627, 0.3753, -0.1788, 1.1584, -0.2606, 1.0332, -0.5201, -0.6963, -0.3668, -0.5267, -0.5791, -0.5038, 0.4624, 0.3419, 0.3683, 0.2981], "charge": -1, "orbital_gap_ha": 0.2090, "largest_force_ev_per_a": 2.65, "de_lowest_ev": 0.547, "lumo_ev": 1.947}